Record 1
16
Properties=species:S:1:pos:R:3:forces:R:3:mulliken_charge:R:1 method="wB97M-V/def2-TZVPD" molar_mass_g_mol=104.152 relative_energy_kj_mol=861.60
C -0.961226 -0.345077 -0.707196 -1.4 1.7 -0.1 -1.3004
C 0.292983 1.747830 -0.071912 0.1 2.5 1.3 -1.3219
C 1.803355 0.019966 2.398765 2.9 -1.5 -0.5 -0.2662
C 1.265075 -0.499047 0.091980 2.5 -1.2 0.6 0.1721
C 0.179797 0.267407 -0.015649 2.1 0.3 -2.4 0.8013
C 0.573764 0.256674 2.418073 -1.2 0.0 1.2 -0.3267
C 1.816366 -1.905535 0.337981 0.8 1.3 -0.7 -0.4277
C 2.129475 -0.700316 1.210295 -3.7 1.3 0.6 0.0556
H 1.212805 2.267225 -0.473946 -0.7 -1.3 0.2 0.2900
H 1.179369 -2.770232 0.510317 0.3 0.0 0.7 0.3165
H -1.345336 -0.971314 0.071059 -0.8 -1.3 -0.2 0.3273
H -0.545929 2.028861 -0.695030 0.0 0.6 -0.1 0.3989
H 2.692180 -2.057898 -0.320167 -0.7 -0.3 0.1 0.2341
H 0.160868 2.283350 0.917727 -0.1 -0.9 -1.0 0.3353
H -1.725605 0.484458 -0.855236 0.7 -1.4 -0.2 0.3986
H -0.614756 -0.795178 -1.661779 -0.7 0.0 0.8 0.3132

Record 2
7
Properties=species:S:1:pos:R:3:forces:R:3:mulliken_charge:R:1 method="wB97M-V/def2-TZVPD" molar_mass_g_mol=106.488 relative_energy_kj_mol=432.31 total_charge=-1
Cl 0.212383 1.908356 0.394845 0.1 0.7 0.3 -0.1523
O -2.023604 -0.346230 -0.915466 0.5 0.5 0.3 -0.6698
O -1.087898 -1.120468 0.989489 0.0 0.5 0.3 -0.5961
N 1.677261 -0.490896 -0.462825 -6.0 4.2 2.2 -0.4740
C -1.150500 -0.420340 -0.032931 -0.6 -1.3 -1.1 0.4800
C 0.162934 0.330175 -0.184311 6.4 -4.1 -0.8 0.2565
H 2.209427 0.139406 0.211197 -0.4 -0.5 -1.3 0.1557

Record 3
14
Properties=species:S:1:pos:R:3:forces:R:3:mulliken_charge:R:1 method="wB97M-V/def2-TZVPD" molar_mass_g_mol=95.125 relative_energy_kj_mol=0.00 total_charge=+1 spin_multiplicity=3
N 0.376133 -1.408544 0.087641 2.6 0.1 -0.1 -0.5338
N 2.285372 -0.181508 -0.108097 0.5 0.0 0.0 -0.2852
C -0.922537 -1.498143 0.046533 -3.3 -0.2 -0.1 -0.2489
C 0.988971 -0.240836 0.016851 -2.5 2.2 0.4 0.5854
C 0.128975 1.135744 0.105122 1.6 -1.8 -0.4 -0.5691
C -1.801788 -0.396786 -0.148181 0.0 -4.6 0.5 -0.0830
C -1.312455 0.858114 -0.024349 1.2 4.0 0.1 -0.4299
H -2.856608 -0.589454 -0.256659 -0.1 0.0 -0.1 0.4156
H 0.473959 1.768883 -0.717495 0.0 0.3 0.0 0.3737
H 0.347373 1.675566 1.031543 0.1 0.0 0.1 0.3924
H -1.977513 1.709764 0.036017 0.0 0.0 -0.1 0.4281
H -1.330926 -2.486396 0.225181 -0.1 0.1 -0.3 0.4094
H 2.787250 0.695910 -0.093607 -0.1 -0.1 -0.1 0.2559
H 2.813800 -1.042317 -0.200501 0.0 0.0 0.1 0.2895

Record 4
22
Properties=species:S:1:pos:R:3:forces:R:3:mulliken_charge:R:1 method="wB97M-V/def2-TZVPD" molar_mass_g_mol=182.228 relative_energy_kj_mol=221.66
S 2.747485 -1.507860 -0.524234 0.0 0.0 -0.1 -0.1776
P 1.794126 -1.044127 1.264779 -0.8 0.2 0.0 0.0717
C -3.403948 0.088200 0.831075 0.0 0.0 0.1 -0.2526
C -2.105290 -0.095018 1.298637 -0.1 0.1 0.2 -0.5529
C -2.827606 -0.995032 -1.238372 0.2 0.0 0.0 -0.2986
C 3.376377 0.170621 -0.923545 0.0 -0.2 0.0 -0.5461
C 2.459516 1.180920 -0.262775 0.0 0.0 0.1 -0.5759
C -3.754127 -0.359881 -0.431319 -0.3 0.0 0.0 -0.5010
C 2.257731 0.760783 1.188323 -0.2 -0.1 0.0 -0.7110
C -1.220554 -0.715460 0.463772 1.1 -0.1 0.2 0.1946
C -1.521600 -1.172725 -0.787600 0.0 -0.1 -0.2 -0.5332
H -4.763633 -0.212836 -0.789944 0.0 0.0 0.0 0.3544
H 1.460760 1.330994 1.670210 0.1 0.0 0.0 0.3489
H 2.891774 2.182956 -0.318106 0.0 0.0 -0.1 0.2992
H 4.395760 0.229628 -0.537271 0.0 0.1 -0.1 0.3309
H 1.494691 1.186658 -0.775823 0.0 0.0 0.0 0.3066
H -3.110572 -1.351562 -2.217924 0.0 0.0 -0.1 0.3489
H -4.134786 0.581191 1.457147 -0.1 0.0 0.0 0.3477
H 3.177536 0.903633 1.768076 -0.1 0.0 0.0 0.4421
H -0.782492 -1.654815 -1.411387 0.1 -0.1 -0.1 0.3736
H -1.824758 0.243736 2.284215 0.0 0.0 0.1 0.3820
H 3.393603 0.249988 -2.007931 0.0 0.1 0.0 0.3482

Record 5
13
Properties=species:S:1:pos:R:3:forces:R:3:mulliken_charge:R:1 method="wB97M-V/def2-TZVPD" molar_mass_g_mol=101.174 relative_energy_kj_mol=225.48
S 1.200418 -0.173429 -2.468596 -0.7 -2.2 0.0 -0.2529
N -0.612925 -0.910123 0.373713 1.1 -1.5 0.5 -0.3521
C 1.026305 0.984233 -1.207646 1.9 1.4 -0.6 -0.2161
C -0.368062 -1.531628 1.445756 -0.2 -0.1 -0.6 -0.3136
C -0.987811 0.478399 0.269131 1.3 -0.8 1.3 -0.4847
C 0.269836 1.229748 -0.172856 -1.9 0.2 1.4 -0.1812
H -1.694082 0.398951 -0.512928 -1.1 0.9 -0.8 0.2489
H 0.695757 -1.406107 -1.925820 0.4 2.0 -0.4 0.1591
H 1.801895 1.781028 -1.348718 -0.5 -0.9 -0.1 0.2398
H -1.417340 0.835241 1.229374 0.2 0.3 -0.6 0.3810
H 0.023567 -2.542101 1.424895 0.0 -0.3 -0.5 0.2440
H 0.566123 2.088975 0.424506 -0.3 -0.1 -0.1 0.2810
H -0.503680 -1.233187 2.469190 -0.3 1.1 0.6 0.2468